{
  "formula": "C30H31BF6O2S",
  "method": "wB97M-V/def2-TZVPD",
  "symbols": ["C", "C", "C", "C", "C", "B", "C", "C", "C", "C", "F", "F", "F", "C", "C", "C", "F", "F", "F", "C", "O", "C", "C", "C", "C", "C", "C", "O", "S", "H", "H", "H", "H", "H", "H", "H", "H", "H", "H", "H", "H", "H", "H", "H", "H", "H", "H", "H", "H", "C", "C", "C", "C", "C", "C", "C", "C", "C", "C", "C", "H", "H", "H", "H", "H", "H", "H", "H", "H", "H", "H"],
  "coordinates": [[5.692187, -2.142081, -0.604228], [4.571297, -1.275141, -0.194770], [4.518888, -0.228922, 0.722312], [3.298566, 0.501708, 0.661599], [2.434958, 0.059163, -0.353368], [-1.035010, -0.627157, 1.053018], [1.359728, 0.738649, -1.008159], [0.880557, 0.277889, -2.260767], [0.779715, 1.186642, -3.288652], [0.627430, 0.636077, -4.682316], [1.832362, 0.295644, -5.237617], [-0.142924, -0.509421, -4.686897], [0.032054, 1.521217, -5.535009], [0.854554, 2.559120, -3.003824], [0.848762, 2.965000, -1.667225], [0.745330, 4.404630, -1.255469], [-0.038629, 4.539261, -0.124816], [1.962825, 4.948246, -0.940663], [0.187896, 5.200289, -2.220186], [0.978910, 2.048789, -0.636214], [-0.442819, -1.843207, 0.746746], [0.083601, -2.360774, 1.990626], [-0.855671, -3.514468, 2.319946], [1.488366, -2.890532, 1.724489], [0.004592, -1.104962, 3.007566], [-1.054707, -1.169685, 4.110504], [1.337247, -0.667773, 3.595883], [-0.468753, -0.019808, 2.150054], [3.077604, -1.386462, -1.076555], [6.640288, -1.848952, -0.147336], [5.502549, -3.197296, -0.355871], [5.767386, -2.060552, -1.696681], [5.346450, -0.044657, 1.397772], [3.056565, 1.353465, 1.307247], [0.611881, -0.768395, -2.411042], [0.817198, 3.286808, -3.813408], [0.854441, 2.325029, 0.405527], [-0.656106, -3.954130, 3.307911], [-1.906332, -3.200569, 2.261009], [-0.727924, -4.287014, 1.547336], [1.920939, -3.401473, 2.599925], [1.483436, -3.604510, 0.892497], [2.177405, -2.098574, 1.417771], [-0.881777, -1.958586, 4.851387], [-1.067302, -0.207582, 4.640816], [-2.056022, -1.285211, 3.676443], [1.807938, -1.438348, 4.229342], [2.047023, -0.382672, 2.809808], [1.212225, 0.215418, 4.239555], [-3.187534, 0.586378, 1.297617], [-4.189229, -0.518117, 1.679938], [-3.882145, -1.633605, 0.745002], [-2.849671, -1.365458, -0.086699], [-2.205602, -0.036796, 0.199344], [-2.112409, 0.864948, -1.031976], [-2.266191, 0.366549, -2.330242], [-2.572880, 1.193840, -3.417486], [-2.676814, 2.573759, -3.234243], [-2.429766, 3.103974, -1.967383], [-2.159310, 2.254288, -0.894565], [-3.708678, 1.464875, 0.929060], [-2.626218, 0.871729, 2.191411], [-4.067775, -0.768336, 2.740879], [-5.229925, -0.175476, 1.582117], [-4.465007, -2.543871, 0.769724], [-2.551039, -1.969647, -0.932581], [-2.154693, -0.709548, -2.506873], [-2.764395, 0.762822, -4.411312], [-2.947486, 3.228344, -4.067775], [-2.483568, 4.181314, -1.810302], [-1.978842, 2.683904, 0.090326]],
  "atomic_forces_ev_per_a": [[0.20, -0.65, -0.21], [-1.06, 1.28, 0.76], [-0.26, -1.24, -0.70], [-0.77, -0.06, -0.75], [1.11, -1.07, 1.90], [2.09, 0.73, -1.03], [-1.19, 0.73, -0.23], [0.53, 0.09, 0.43], [-0.41, 0.45, 0.25], [-0.53, -0.20, -0.71], [-1.01, 0.29, 0.45], [0.81, 1.08, -0.09], [0.54, -0.73, 0.61], [-0.02, 0.15, -0.35], [-0.38, -0.05, -0.15], [-0.51, 0.96, 0.19], [0.78, -0.01, -1.08], [-1.00, -0.41, -0.30], [0.57, -0.65, 0.84], [0.78, -0.73, -0.62], [-0.26, 0.58, 0.62], [0.02, -0.09, 0.12], [-0.13, -0.29, 0.26], [0.44, 0.07, 0.11], [0.15, 0.27, -0.18], [-0.19, -0.17, 0.06], [0.55, 0.09, 0.19], [-0.40, -0.73, 0.19], [0.67, 0.65, 0.06], [-0.18, 0.05, -0.04], [0.11, 0.24, -0.09], [0.33, -0.20, 0.24], [-0.14, 0.22, -0.08], [0.24, -0.24, -0.45], [0.80, 0.06, -0.09], [-0.02, -0.15, 0.27], [0.60, 0.12, -0.06], [-0.04, 0.09, -0.26], [0.27, 0.02, 0.17], [0.03, 0.17, 0.29], [-0.25, 0.20, -0.19], [-0.27, 0.07, 0.19], [-0.15, -0.01, 0.21], [0.02, 0.05, -0.21], [0.13, -0.23, -0.16], [0.21, -0.20, 0.10], [-0.26, 0.10, -0.33], [-0.19, -0.21, 0.15], [-0.20, -0.21, -0.23], [0.30, -0.18, 0.05], [-0.11, 0.50, 0.35], [0.91, -0.13, -0.89], [-2.43, -0.21, 0.30], [-0.61, 0.41, 0.35], [-0.48, 0.15, -0.27], [-0.08, -0.37, -0.29], [-0.03, 0.08, 0.04], [-0.01, -0.14, 0.07], [-0.10, -0.21, -0.06], [0.08, 0.27, 0.13], [0.08, 0.02, -0.20], [-0.05, 0.24, -0.27], [-0.07, -0.26, -0.11], [0.19, -0.14, -0.06], [0.05, -0.12, -0.24], [0.16, -0.25, 0.36], [-0.23, 0.45, 0.00], [0.23, 0.14, 0.57], [0.13, -0.24, 0.29], [0.07, -0.26, 0.02], [-0.15, 0.00, -0.18]],
  "lowdin_charge": [-0.114, -0.564, -0.114, -0.105, -0.451, -0.645, -0.210, -0.003, -0.107, -0.499, 0.124, 0.102, 0.119, 0.066, -0.118, -0.500, 0.099, 0.123, 0.115, 0.045, 0.117, -0.416, -0.006, -0.019, -0.401, -0.003, -0.010, 0.125, 1.110, 0.084, 0.084, 0.078, 0.110, 0.122, 0.135, 0.138, 0.145, 0.096, 0.086, 0.099, 0.101, 0.093, 0.043, 0.095, 0.099, 0.079, 0.100, 0.064, 0.095, -0.080, -0.171, -0.064, -0.034, -0.195, -0.139, -0.042, -0.084, -0.085, -0.080, -0.055, 0.111, 0.108, 0.099, 0.114, 0.105, 0.119, 0.112, 0.113, 0.108, 0.109, 0.122],
  "e_above_lowest_ev": 0.846,
  "homo_energy_ev": -7.787,
  "e_tot_ev": -63526.676,
  "homo_lumo_gap_ev": 7.32,
  "max_force_ev_per_a": 2.45,
  "lumo_energy_ev": -0.464,
  "smiles": "CC1(C)OB([C@@]2(c3ccccc3)C=CCC2)OC1(C)C.Cc1ccc(-c2cc(C(F)(F)F)cc(C(F)(F)F)c2)s1"
}